[1]
Entry from OMol25: a cluster of 2 separate species, C6H7N3O3S in total in a non-equilibrium geometry (wB97M-V/def2-TZVPD).

Values from the calculation:
spin multiplicity = 3
⟨S²⟩ = 2.024
highest occupied orbital energy (spin up / spin down) = -5.34 / -9.57 eV
lowest unoccupied orbital energy (spin up / spin down) = 0.64 / -3.99 eV

Atoms and positions in Å:
C  1.77358  -1.08843  -1.33700
C  2.43810  -0.91288  -0.09306
C  0.87665  -0.21434  -1.87515
C  2.12157  0.19426  0.69242
C  0.60694  0.88316  -1.06835
C  1.21092  1.05837  0.12715
N  -0.10220  2.78067  -0.36671
N  -0.20178  2.01197  -1.31442
N  -2.75174  1.54914  0.94951
O  -3.66746  -0.42994  -0.07200
O  -1.33416  -0.49725  0.64965
O  0.70811  2.29132  0.61991
S  -2.22434  0.32541  -0.10340
H  2.03401  -1.94369  -1.89981
H  3.06520  -1.76157  0.09013
H  0.48259  -0.25588  -2.94334
H  2.58627  0.30863  1.72549
H  -4.25912  0.27244  -0.10314
H  -2.03404  1.71121  1.53580
H  -2.92663  2.35506  0.39518

[2]
Entry from OMol25: a cluster of 2 separate species, C3H3FI2O in total in a non-equilibrium geometry (wB97M-V/def2-TZVPD).

Values from the calculation:
highest occupied orbital energy = -8.37 eV
lowest unoccupied orbital energy = -0.32 eV

Atoms and positions in Å:
C  2.11142  0.76429  -0.92020
C  4.72626  0.34169  -1.09372
C  -0.02391  -0.06641  -0.13585
O  1.20711  -0.07845  -0.86279
F  5.00842  1.37310  -0.35404
I  1.94727  2.58736  0.16147
I  4.67974  -1.37230  0.10619
H  0.11840  -0.64584  0.77848
H  -0.77590  -0.54486  -0.76137
H  -0.32052  0.95535  0.11253

[3]
Entry from OMol25: a cluster of 2 separate species, C3H7FN3 in total in a non-equilibrium geometry (wB97M-V/def2-TZVPD).

Values from the calculation:
highest occupied orbital energy = -13.98 eV
lowest unoccupied orbital energy = -4.28 eV
charge = +1

Atoms and positions in Å:
C  2.66227  0.00264  0.12370
C  -0.34444  0.37138  0.45038
C  -0.92594  -0.61050  -0.37615
N  2.26164  -1.23109  0.00317
N  1.55515  -0.14306  0.75434
N  -0.09388  1.61530  -0.01902
F  3.53205  0.78294  -0.31550
H  -0.64910  0.12818  1.49415
H  -0.81253  -1.71265  -0.17310
H  -0.87346  -0.53762  -1.46542
H  -1.96266  -0.46337  -0.09089
H  2.77271  -1.98154  0.54380
H  -0.47089  1.98318  -0.98484
H  0.22801  2.40935  0.48856

[4]
Entry from OMol25: a cluster of 2 separate species, C3H6Cl2NO in total in a non-equilibrium geometry (wB97M-V/def2-TZVPD).

Values from the calculation:
highest occupied orbital energy (spin up / spin down) = -3.38 / -2.27 eV
lowest unoccupied orbital energy (spin up / spin down) = 3.73 / 3.62 eV
charge = -1

Atoms and positions in Å:
C  -0.44076  -0.60619  0.51530
C  0.43933  0.80167  -1.47830
C  0.73606  0.27658  -0.08399
N  1.40148  2.38447  1.23170
O  1.96579  2.09499  2.22695
Cl  2.20503  -0.72435  0.03080
Cl  -0.33182  3.04457  1.65753
H  -0.15596  -1.70369  0.45500
H  -1.17653  -0.53982  -0.22442
H  -0.59287  -0.13680  1.44503
H  1.25741  1.36267  -1.77034
H  -0.45173  1.42231  -1.62440
H  0.46934  0.03779  -2.21236

E (Eh)
-1020.748583, -886.390341, -382.210516, -1168.182621